# 1
Molecular formula: C10H23Cl2OPPb
Method: DFT, ωB97M-V with the def2-TZVPD basis set

Its LUMO energy is -1.3 eV.

Structure (ORCA input):
```
! wB97M-V def2-TZVPD RIJCOSX def2/J DEFGRID3
* xyz 0 1
Pb 3.116 -0.169 0.470
Cl 2.094 -1.782 2.049
Cl 5.347 -0.708 1.459
H 5.511 -2.862 -1.682
H 6.114 -2.788 -1.225
P -0.427 -0.011 -0.133
C -1.714 -1.317 0.260
C -1.123 1.515 0.678
C -0.792 0.251 -1.939
C -1.222 -2.224 1.391
H -1.748 -1.919 -0.666
C -3.126 -0.817 0.570
H -3.156 -0.231 1.499
H -3.773 -1.694 0.712
H -3.560 -0.232 -0.245
H -0.244 -2.658 1.169
H -1.931 -3.047 1.544
H -1.138 -1.676 2.338
H -0.857 -0.781 -2.329
C 0.395 0.938 -2.627
C -2.117 0.953 -2.243
H -2.978 0.357 -1.923
H -2.208 1.078 -3.331
H -2.173 1.950 -1.786
H 1.348 0.430 -2.424
H 0.495 1.988 -2.327
H 0.250 0.919 -3.715
C -0.987 1.393 2.197
H -2.192 1.548 0.418
C -0.458 2.800 0.183
H -1.595 0.585 2.619
H -1.324 2.329 2.662
H 0.064 1.228 2.484
H 0.639 2.738 0.260
H -0.789 3.633 0.817
H -0.729 3.060 -0.846
O 8.927 -2.291 2.193
C 8.060 -2.484 1.469
*
```

# 2
Molecular formula: C56H53BF2IO2P3Sr
Method: DFT, ωB97M-V with the def2-TZVPD basis set

Its LUMO energy is 3.9 eV. As for the relative energy (zero: lowest compared OMol25 entry of this formula, charge and spin): 167.0 kJ/mol.

Structure (ORCA input):
```
! wB97M-V def2-TZVPD RIJCOSX def2/J DEFGRID3
* xyz -2 1
Sr 1.165 1.608 -1.647
C 3.214 -5.489 -0.100
C 1.719 -5.362 -0.196
C 0.950 -6.512 -0.353
C -0.434 -6.464 -0.463
C -1.077 -5.239 -0.417
C -0.317 -4.087 -0.262
C 1.069 -4.116 -0.147
P 1.853 -2.446 0.017
C 2.959 -2.535 -1.503
C 2.179 -2.332 -2.650
C 2.705 -2.314 -3.927
C 4.070 -2.483 -4.091
C 4.865 -2.662 -2.975
C 4.351 -2.698 -1.675
C 5.369 -2.932 -0.588
C 2.757 -2.465 1.566
C 2.509 -3.420 2.550
C 2.970 -3.306 3.850
C 3.678 -2.130 4.182
C 3.902 -1.140 3.273
C 3.444 -1.212 1.900
C 3.640 -0.178 1.024
H 3.604 -5.025 0.806
H 3.693 -4.987 -0.943
H 3.507 -6.540 -0.116
H 1.457 -7.471 -0.400
H -1.000 -7.380 -0.584
H -2.156 -5.172 -0.493
H -0.810 -3.126 -0.215
H 1.115 -2.147 -2.532
H 2.057 -2.120 -4.772
H 4.513 -2.457 -5.080
H 5.938 -2.778 -3.098
H 5.933 -3.847 -0.804
H 4.931 -3.028 0.392
H 6.074 -2.102 -0.551
H 1.926 -4.300 2.286
H 2.767 -4.074 4.586
H 4.039 -1.997 5.199
H 4.410 -0.231 3.579
H 3.292 -0.256 0.004
H 4.094 0.756 1.324
C 1.170 5.901 -0.836
C 1.574 4.754 -1.734
O 0.757 3.852 -1.911
C 2.918 4.751 -2.321
C 3.531 5.990 -2.580
C 4.783 6.087 -3.136
C 5.478 4.895 -3.413
C 4.929 3.671 -3.150
C 3.618 3.531 -2.600
O 3.156 2.373 -2.328
H 0.322 5.572 -0.242
H 0.869 6.761 -1.440
H 1.993 6.200 -0.191
H 2.982 6.899 -2.362
H 5.219 7.052 -3.359
H 6.478 4.947 -3.833
H 5.465 2.752 -3.354
C -5.398 0.449 1.028
C -4.863 1.252 2.216
P -3.015 1.233 2.402
C -2.714 -0.544 2.730
C -1.554 -1.108 2.209
C -1.194 -2.410 2.538
C -2.011 -3.167 3.361
C -3.192 -2.626 3.858
C -3.534 -1.320 3.551
C -2.878 1.934 4.096
C -1.960 1.422 5.012
C -1.737 2.054 6.226
C -2.425 3.215 6.551
C -3.336 3.741 5.647
C -3.552 3.111 4.430
C -5.029 0.902 -0.389
P -3.221 0.673 -0.833
C -2.832 2.364 -1.454
C -2.516 2.629 -2.784
C -2.264 3.928 -3.210
C -2.323 4.981 -2.313
C -2.607 4.725 -0.977
C -2.850 3.431 -0.550
C -3.398 -0.280 -2.392
C -2.545 -1.360 -2.575
C -2.668 -2.196 -3.678
C -3.653 -1.954 -4.617
C -4.505 -0.864 -4.462
C -4.378 -0.038 -3.359
H -6.492 0.453 1.102
H -5.080 -0.592 1.146
H -5.335 0.872 3.126
H -5.158 2.302 2.124
H -0.905 -0.519 1.571
H -0.265 -2.812 2.161
H -1.722 -4.178 3.624
H -3.836 -3.218 4.497
H -4.439 -0.896 3.971
H -1.400 0.528 4.766
H -1.011 1.639 6.914
H -2.235 3.717 7.492
H -3.875 4.651 5.883
H -4.253 3.551 3.730
H -5.322 1.941 -0.566
H -5.598 0.271 -1.074
H -2.429 1.821 -3.499
H -2.005 4.099 -4.247
H -2.129 5.993 -2.647
H -2.616 5.534 -0.256
H -3.040 3.243 0.498
H -1.761 -1.539 -1.853
H -1.977 -3.020 -3.803
H -3.752 -2.601 -5.480
H -5.265 -0.657 -5.207
H -5.032 0.822 -3.258
I 0.156 0.489 -4.498
F 1.382 3.087 1.297
B 0.854 1.839 0.948
F 0.522 1.212 2.111
*
```

# 3
Molecular formula: C4H5LaLiO3
Method: DFT, ωB97M-V with the def2-TZVPD basis set

Its LUMO energy is -13.3 eV.

Structure (ORCA input):
```
! wB97M-V def2-TZVPD RIJCOSX def2/J DEFGRID3
* xyz 3 1
La -0.198 -0.936 2.533
O 0.944 -0.429 0.231
C 2.367 -0.501 -0.040
H 2.552 -1.368 -0.681
H 2.680 0.421 -0.538
H 2.848 -0.616 0.933
C -1.969 1.240 -0.901
C -1.269 0.263 -0.299
O -1.531 -0.329 0.850
C 0.130 -0.049 -0.774
O 0.589 0.173 -1.872
Li 0.789 0.729 -3.602
H -1.577 1.735 -1.787
H -2.889 1.606 -0.444
*
```

no.,HOMO-LUMO gap (hartree)
1,0.270
2,0.158
3,0.258